Molecular formula: C5H16N5P
Method: DFT, ωB97M-V/def2-TZVPD

Calculated values
total charge: +2
multiplicity: 3
LUMO energy (alpha / beta): -6.34 / -9.69 eV
E_HOMO (alpha / beta): -0.539 / -0.630 Eh

The geometry in XYZ format:
```
27
Properties=species:S:1:pos:R:3:mulliken_spin:R:1
C 0.374 -1.941 -0.039 -0.002
C -0.589 -1.482 1.025 0.058
C 1.355 -0.763 -0.062 -0.005
C -1.384 -0.290 0.513 0.010
C 0.662 0.444 -0.767 0.058
N -2.830 1.263 0.770 1.161
N -2.390 0.284 1.380 0.306
N -0.488 0.949 0.329 -0.034
N 2.433 -1.275 -0.950 0.002
N -1.261 2.082 0.121 0.444
P 1.946 1.814 -1.248 0.000
H 0.669 -2.957 0.344 0.000
H -0.233 -2.125 -0.858 0.001
H -1.444 -2.260 1.387 0.001
H -0.050 -1.284 2.044 -0.002
H 1.550 -0.598 0.925 0.000
H -1.755 -0.721 -0.494 -0.010
H 0.295 0.221 -1.840 0.000
H -3.440 2.012 1.061 -0.021
H 2.111 -1.837 -1.772 0.000
H 3.245 -1.590 -0.435 0.000
H 3.058 -0.549 -1.330 -0.001
H -2.112 0.101 2.312 0.051
H -1.604 2.183 -0.793 -0.017
H -0.915 2.923 0.504 -0.003
H 1.745 2.776 -0.161 0.002
H 1.051 2.620 -1.966 0.002
```